The following is a quantum chemistry calculation of 11 unconnected molecules or ions with the total composition C66H153N7O14, from OMol25.

Output
Gap between HOMO and LUMO in eV: 8.3
Multiplicity: 1
HOMO in eV: -7.9
Structure (SMILES): CC1(C)CCCC(C)(C)N1O.CC1(C)CCCC(C)(C)N1O.CC1(C)CCCC(C)(C)N1O.CC1(C)CCCC(C)(C)N1O.COCCNCCOC.COCCNCCOC.COCCNCCOC.CC(C)O.CC(C)O.CC(C)O.CC(C)O

XYZ file:
```
240
Properties=species:S:1:pos:R:3:forces:R:3
C 1.482330 1.246230 3.975840 -0.9 -0.5 -1.4
C 0.463050 0.054920 3.676740 0.0 -1.0 1.0
C 0.757710 -1.140710 4.685940 1.0 0.5 -0.6
C -0.971790 0.499690 4.061870 1.0 1.1 -0.3
C -1.573950 1.418940 3.060940 0.0 0.7 -1.9
C -1.522820 0.925960 1.565520 0.9 -0.2 1.5
C -0.127070 0.311520 1.123780 0.4 0.9 1.5
C -0.408650 -0.699610 0.019610 0.7 0.0 -0.6
C 0.853930 1.462470 0.704100 -0.8 0.1 -1.1
N 0.477740 -0.431510 2.269300 -3.0 -0.2 1.5
O 1.562690 -1.233970 1.979470 0.5 0.8 -0.2
H 2.331160 1.148390 3.299080 0.4 -0.2 0.3
H 1.017550 2.165240 3.618750 -0.1 0.2 0.3
H 1.825570 1.376660 5.002130 -0.2 -0.3 0.0
H 1.744990 -1.067520 5.142040 0.3 0.4 0.0
H 0.079730 -1.089510 5.537890 -0.2 -0.3 -0.3
H 0.831820 -2.123960 4.221370 -0.8 0.1 -0.2
H -1.736790 -0.245850 4.278770 0.7 -0.6 0.1
H -0.808260 1.145490 4.924590 -0.3 -0.4 0.6
H -2.577250 1.643700 3.422840 -0.3 0.0 -0.6
H -1.082570 2.390630 3.011320 0.3 0.1 0.5
H -1.661030 1.836000 0.981720 -0.5 -0.4 -0.5
H -2.280220 0.153680 1.431270 -0.1 0.2 -0.4
H -1.207310 -1.381590 0.311390 0.3 -0.1 0.1
H 0.505670 -1.233930 -0.238520 0.0 -0.4 0.3
H -0.679710 -0.268230 -0.944000 -0.3 0.6 0.2
H 0.684730 2.462390 1.103620 -0.3 -0.2 0.9
H 0.663270 1.674500 -0.347940 0.3 -0.2 -0.4
H 1.918150 1.259520 0.823960 0.0 -0.3 0.0
H 2.236620 -0.552120 1.929440 1.3 -0.3 -0.3
C 7.131820 -0.876440 2.025390 0.7 0.6 0.1
C 6.069630 -1.913450 2.200510 -2.7 -1.3 -0.2
C 4.927820 -1.567490 1.182530 0.0 0.9 -0.4
C 6.365640 -3.403660 1.815490 0.7 -0.7 1.5
C 6.937660 -4.320460 3.000710 0.3 1.0 0.3
C 6.183100 -4.113600 4.334250 -0.5 0.7 -1.6
C 6.052290 -2.595760 4.771400 0.9 -2.6 -1.9
C 5.155790 -2.607520 5.916300 -2.8 0.7 1.3
C 7.347520 -2.035840 5.270450 2.1 0.8 -0.3
N 5.489600 -1.927190 3.583780 -1.2 -1.5 0.0
O 4.694010 -0.846890 3.943170 1.1 2.2 -0.2
H 8.092900 -1.190670 2.432430 0.0 0.1 0.1
H 7.295620 -0.546460 0.999530 0.0 -0.4 -0.2
H 6.771520 0.020820 2.528590 0.2 0.1 0.3
H 5.310690 -1.614220 0.163050 0.6 0.0 -0.1
H 4.021920 -2.163810 1.073640 0.1 -0.5 1.0
H 4.595400 -0.534380 1.283860 0.1 0.2 0.2
H 5.450360 -3.856600 1.434450 -0.3 0.0 0.6
H 6.970470 -3.451410 0.909940 0.7 0.1 0.3
H 6.841760 -5.382800 2.776370 0.1 0.1 -0.4
H 7.979810 -4.131920 3.258540 0.4 0.1 -0.7
H 6.517910 -4.748320 5.154690 0.4 0.1 -0.1
H 5.228350 -4.518130 3.998220 -0.8 0.5 0.9
H 5.024350 -1.566660 6.212010 -0.2 -0.1 0.5
H 5.410830 -3.217450 6.782940 1.0 0.2 -0.2
H 4.171630 -3.022960 5.699640 -0.3 0.2 -0.5
H 7.466310 -1.942680 6.349950 -0.3 -0.3 0.1
H 7.557430 -1.031750 4.901880 -0.3 0.2 -0.1
H 8.213130 -2.600040 4.923330 0.1 -0.2 -0.1
H 3.750000 -1.019380 3.969370 -0.1 -1.1 -0.3
C 5.527890 9.655320 -3.728210 1.2 0.6 -0.6
C 7.114350 9.907110 -3.923200 -0.1 1.6 1.0
C 7.475020 9.937540 -5.376880 -0.2 -2.2 -2.4
C 7.459630 11.440540 -3.571130 -2.0 0.0 1.5
C 7.940540 11.653200 -2.156960 1.1 0.4 0.0
C 9.024280 10.644100 -1.761960 -1.1 -0.2 0.4
C 8.472380 9.192640 -1.831790 1.2 -1.4 2.5
C 9.684080 8.173230 -1.404700 -1.5 1.0 -1.2
C 7.414870 8.923370 -0.689550 -0.6 0.0 -1.0
N 8.021100 8.955570 -3.203140 0.4 1.9 -0.1
O 7.722670 7.619370 -3.493480 -0.3 0.1 0.2
H 5.266070 8.658330 -4.082570 -0.1 0.1 -0.1
H 5.024820 9.843230 -2.779690 0.9 -0.3 0.6
H 5.046680 10.442200 -4.309020 0.0 -0.3 -0.7
H 6.676910 10.272570 -6.039360 -0.1 1.0 0.4
H 8.441670 10.347380 -5.669660 -0.2 0.6 0.6
H 7.567400 8.967240 -5.864820 0.0 -0.9 0.6
H 7.958590 12.105050 -4.276510 1.0 -1.1 -0.3
H 6.523480 11.998860 -3.572020 -0.7 -0.4 -0.2
H 8.317450 12.671100 -2.057410 0.5 0.1 -0.3
H 7.143500 11.722170 -1.416650 -0.3 -0.9 0.0
H 9.293840 10.954910 -0.752580 0.3 -0.7 0.2
H 9.924140 10.652600 -2.377000 -0.1 0.4 -0.2
H 9.364120 7.161650 -1.654550 0.2 0.0 0.0
H 9.846670 8.199510 -0.327210 0.0 0.3 -0.1
H 10.605010 8.414140 -1.935670 0.0 0.1 0.1
H 7.159750 7.890800 -0.451150 0.4 -0.5 -0.8
H 6.473270 9.338240 -1.049210 -0.1 0.4 0.6
H 7.705870 9.248360 0.309350 0.1 0.9 -0.2
H 8.524240 7.368960 -3.958650 0.0 -0.8 -0.1
C 5.947450 7.554900 5.911550 1.2 -0.8 -1.2
C 5.687730 7.486820 4.397190 -1.0 -1.4 -0.7
C 6.585530 6.313650 3.791990 0.7 2.4 -0.2
C 4.218230 6.951880 4.135910 0.9 0.8 1.0
C 3.143720 8.001740 4.473510 1.4 -0.1 -2.0
C 3.538510 9.234760 3.567690 -0.9 -1.0 1.2
C 4.951450 9.810210 3.696310 -0.6 1.1 0.6
C 4.968610 10.792510 2.501120 1.3 0.3 -0.2
C 5.034410 10.687590 5.033380 0.3 -0.9 -1.3
N 5.965530 8.719850 3.592420 -3.3 -0.9 -0.5
O 7.269400 9.140170 3.637940 1.0 0.6 0.8
H 5.648840 8.444250 6.466510 -0.2 -0.4 -0.1
H 5.588580 6.579440 6.239840 -0.4 0.4 0.8
H 7.027630 7.410840 5.935590 0.2 0.6 0.7
H 6.269520 5.270750 3.767750 -0.3 0.3 0.6
H 6.736020 6.636710 2.761900 -0.2 -0.4 -0.4
H 7.572430 6.469320 4.227770 0.2 -0.7 0.1
H 4.230530 6.528430 3.131600 -0.6 0.4 -0.2
H 4.076430 6.116010 4.820980 0.2 -0.2 -0.1
H 2.192190 7.562880 4.173370 -0.3 0.4 0.0
H 3.117810 8.153960 5.552520 0.1 0.4 -0.1
H 2.827230 10.041830 3.743250 0.1 0.2 0.0
H 3.442700 8.961360 2.516900 -0.3 -0.4 0.1
H 4.344490 11.679400 2.610620 0.1 0.0 0.8
H 4.603790 10.446900 1.533880 0.3 -0.9 0.1
H 6.003280 11.116230 2.388100 0.0 0.3 -0.3
H 6.057630 11.025380 5.197760 0.1 -0.3 0.2
H 4.654760 10.057380 5.837620 0.1 0.5 0.2
H 4.454530 11.603910 4.922920 -0.3 -0.2 0.0
H 7.675720 8.759920 2.855690 0.0 0.0 -0.2
C 4.417550 0.648290 -4.585870 0.4 -0.3 -0.4
O 5.061110 1.036790 -3.373830 -0.6 0.6 -1.0
C 4.212720 1.355790 -2.264520 2.0 -2.2 0.8
C 3.212500 2.409200 -2.326380 -1.3 -1.0 -0.4
N 3.814920 3.656170 -2.548490 1.6 0.9 -0.1
C 2.852990 4.689460 -2.640110 -0.2 2.5 -2.1
C 3.430060 6.045260 -3.361340 0.1 -1.7 0.5
O 3.676350 5.972640 -4.805740 -0.4 -0.3 1.9
C 5.050660 5.790240 -5.108120 -0.3 0.5 -0.3
H 5.044630 0.891470 -5.443620 0.1 1.0 0.2
H 3.412160 1.043270 -4.731770 0.1 0.3 0.1
H 4.372770 -0.421950 -4.787560 -0.3 -0.5 1.0
H 4.924810 1.672560 -1.502500 0.1 -0.2 0.1
H 3.799570 0.402280 -1.935530 -0.5 -0.1 0.2
H 2.680970 2.321160 -1.378850 0.0 0.5 0.2
H 2.462690 2.154150 -3.075270 -0.5 0.1 -0.4
H 4.239620 3.608000 -3.463590 0.5 -0.1 -0.1
H 2.497220 4.959230 -1.645750 -0.3 0.1 -0.1
H 2.101090 4.290660 -3.321070 -1.1 0.5 0.2
H 4.356220 6.200280 -2.807900 0.4 0.3 -0.3
H 2.800300 6.911340 -3.157820 -0.3 -0.3 -0.2
H 5.139170 5.902500 -6.188710 0.0 -0.2 0.0
H 5.417480 4.810720 -4.801420 0.1 -0.1 0.0
H 5.651280 6.585290 -4.666250 0.2 -0.1 0.2
C 10.361980 0.854030 -4.440320 -0.3 -0.1 0.2
O 10.312190 2.237640 -4.327090 -1.1 2.1 -1.3
C 9.558650 2.869210 -5.449580 0.2 -0.8 1.7
C 8.903050 4.246260 -5.070870 0.4 -0.7 -0.1
N 9.538070 5.037250 -4.015330 0.9 0.6 -1.1
C 10.887870 5.382620 -4.496680 0.6 0.7 0.7
C 11.764080 5.996930 -3.343470 0.6 -2.4 -0.3
O 12.409960 4.897660 -2.534810 -0.5 2.9 -1.5
C 11.672320 3.894880 -1.879990 1.3 -0.4 -0.8
H 10.718710 0.533870 -3.461370 0.5 -0.4 -0.4
H 10.928280 0.553520 -5.321860 0.6 -0.3 0.2
H 9.382830 0.392250 -4.567250 -0.5 0.1 0.0
H 8.822250 2.102090 -5.689010 -0.4 0.4 -0.4
H 10.186570 3.038610 -6.324290 0.4 -0.4 0.1
H 7.818020 4.188090 -4.984680 0.0 -0.3 0.7
H 9.029320 4.782490 -6.011410 0.0 0.5 0.1
H 9.770120 4.555670 -3.158400 -1.2 -0.6 -0.1
H 10.844740 6.042230 -5.363370 -0.3 0.6 0.1
H 11.357600 4.498380 -4.927470 0.6 -0.2 0.4
H 11.254730 6.759680 -2.754520 -0.4 -0.7 0.3
H 12.635030 6.534940 -3.717760 0.0 -0.3 -0.4
H 11.760170 2.986070 -2.475340 -0.6 -0.1 -0.3
H 10.623640 4.136620 -1.706990 0.2 0.0 0.9
H 12.382220 3.690540 -1.078500 -1.0 -0.1 1.0
C 13.126790 1.898020 7.216650 2.2 -0.2 -0.7
O 11.909170 2.051750 7.738420 -3.8 0.7 0.0
C 10.868210 2.665430 6.854840 0.9 -0.7 1.4
C 10.701440 2.133060 5.431430 1.1 -1.1 0.6
N 10.391520 0.699630 5.415690 -0.8 -0.2 0.3
C 10.913980 -0.063060 4.276710 -0.8 1.2 1.3
C 10.418540 0.483830 2.964260 -0.1 -0.9 -0.7
O 11.366320 1.396020 2.460430 0.9 -0.3 -1.7
C 11.713780 1.262220 1.046510 -1.0 0.8 0.6
H 13.754160 1.470660 7.998870 0.1 -0.4 -0.1
H 13.614860 2.842680 6.976820 0.1 0.3 -0.5
H 13.071620 1.243640 6.346680 0.6 -0.1 -0.3
H 11.052270 3.739730 6.864300 0.0 0.1 -0.3
H 10.012030 2.437760 7.489850 -0.4 0.3 -0.4
H 11.645920 2.185090 4.889810 0.1 1.0 -0.1
H 9.941820 2.739690 4.938400 0.0 0.0 -0.1
H 10.648900 0.279310 6.297270 0.1 -0.1 0.0
H 10.586170 -1.096300 4.390950 0.2 0.0 0.1
H 11.998370 0.024910 4.209930 0.4 -0.4 0.0
H 9.421180 0.920710 2.914180 -0.1 0.2 0.6
H 10.315200 -0.430520 2.379980 0.4 0.2 -0.9
H 10.906340 1.644330 0.421910 -0.5 -0.1 0.0
H 11.905120 0.240600 0.718190 0.3 -0.1 0.4
H 12.515240 1.966640 0.823940 0.4 -0.4 0.4
C 10.032050 -2.662000 -2.883460 2.2 -0.4 0.1
C 9.058890 -3.410840 -2.033570 -4.5 0.7 -1.4
C 9.472730 -4.782310 -1.607140 1.3 0.1 1.1
O 8.617820 -2.488730 -1.039920 1.3 0.6 1.9
H 10.068730 -1.581060 -3.018850 -1.1 0.0 0.7
H 10.303040 -3.009270 -3.880490 -0.5 -0.8 0.1
H 10.884500 -2.904610 -2.248980 1.1 0.6 -0.4
H 8.047850 -3.530410 -2.422940 0.2 -0.6 -1.8
H 8.807870 -5.252920 -0.882850 -0.3 0.2 -0.2
H 10.410860 -4.633160 -1.072580 0.4 -0.4 0.1
H 9.644340 -5.476700 -2.429620 -0.1 0.2 -0.1
H 7.776900 -2.777110 -0.677570 0.1 -0.1 0.0
C 10.186080 4.461580 2.328940 -0.6 0.8 -0.7
C 11.658650 4.558500 1.943760 -0.7 -0.6 1.5
C 12.085700 6.031860 1.756190 -0.2 -1.0 0.2
O 12.350950 3.885450 3.068080 0.8 1.6 -1.6
H 9.710200 3.481800 2.288040 0.4 -0.2 -0.4
H 9.693540 5.139230 1.631590 -0.7 -0.1 -0.1
H 9.950260 4.824890 3.329190 0.5 0.3 0.1
H 11.745670 4.164500 0.931200 0.5 -1.1 0.4
H 13.093680 6.157970 2.151380 -0.3 0.4 0.5
H 11.248990 6.598490 2.164780 0.7 0.7 0.5
H 12.158980 6.298770 0.701920 -0.2 -0.2 -0.1
H 12.221120 2.936130 3.008720 -0.4 -0.2 -0.3
C 6.503420 2.061830 -9.932900 -1.6 -0.3 -0.4
C 7.163770 3.084650 -9.106640 -1.2 0.8 0.5
C 6.356820 3.298560 -7.811820 -0.9 0.4 -0.5
O 8.400160 2.548950 -8.843270 2.4 0.5 0.8
H 6.461400 1.205970 -9.259220 -0.5 -0.4 -0.5
H 6.999070 1.783230 -10.862850 0.3 0.2 0.1
H 5.537000 2.498250 -10.185220 -0.5 -0.7 -0.1
H 7.156940 4.018620 -9.668550 0.6 0.4 0.1
H 5.498700 3.942730 -8.003650 -0.2 0.0 -0.6
H 6.768650 3.856400 -6.970810 0.8 -0.6 -0.1
H 5.884120 2.351930 -7.550000 0.4 -0.1 0.6
H 8.930940 2.767040 -9.612880 0.4 -0.3 0.1
C 7.388370 2.678630 -1.483500 -0.8 0.9 0.3
C 6.953590 4.149670 -1.294600 0.8 0.7 2.4
C 6.471120 4.477570 0.130380 -1.9 -1.4 -0.2
O 8.082950 4.989630 -1.348830 1.9 0.4 -1.1
H 6.863900 2.350270 -2.380830 0.8 -0.6 -0.2
H 7.047080 2.071450 -0.645070 -0.2 0.0 0.0
H 8.473980 2.586760 -1.450040 0.0 0.1 -0.6
H 6.197020 4.478180 -2.007180 0.0 -0.3 0.0
H 7.155490 4.429800 0.977410 0.8 0.2 -0.6
H 5.767830 3.681590 0.375110 -0.8 0.2 0.3
H 5.943920 5.431560 0.122040 0.0 0.1 0.2
H 7.899810 5.850400 -1.732410 -0.3 0.0 -0.3
```
Positions in Å, forces in eV/Å.